10
Properties=species:S:1:pos:R:3 method="wB97M-V/def2-TZVPD" homo_ev=-9.7 gap_ev=10.46 total_energy_ha=-652.683362 fmax_ev_per_a=2.9 lumo_ev=0.8
Cl 2.390 -0.077 -0.610
O -1.668 -1.184 0.295
C -0.036 0.687 0.314
C 1.292 0.894 0.303
C -0.702 -0.403 -0.483
H -0.797 1.189 0.802
H -1.206 -0.021 -1.352
H 1.921 1.573 0.734
H -0.035 -0.989 -1.029
H -1.159 -1.668 1.026